(1)
Molecular formula: C24H19BrI2N3OPdTe
Method: DFT, ωB97M-V/def2-TZVPD

Results
Energy above the lowest of the compared OMol25 structures with the same formula, charge and spin ... 0.0 kcal/mol
Electronic energy ... -128702.8112 eV
LUMO (alpha / beta) ... -9.94 / -9.94 eV
Total charge ... +3

CARTESIAN COORDINATES (ANGSTROEM)
Pd (2.503, -0.231, -0.117)
Br (-5.609, 4.172, 7.558)
C (-5.266, 3.467, 5.894)
C (-5.959, 3.958, 4.779)
C (-5.716, 3.408, 3.548)
C (-4.750, 2.382, 3.420)
C (-4.057, 1.884, 4.552)
C (-4.316, 2.424, 5.776)
N (-4.610, 1.885, 2.167)
N (-3.853, 1.001, 1.835)
C (-2.800, 0.386, 1.491)
C (-2.816, -1.085, 1.504)
C (-1.740, -1.794, 1.160)
C (-0.503, -1.138, 0.710)
O (0.486, -1.759, 0.372)
C (-0.495, 0.367, 0.619)
N (0.621, 0.932, 0.142)
C (0.649, 2.258, -0.008)
C (-0.441, 3.067, 0.284)
C (-1.594, 2.490, 0.776)
C (-1.616, 1.109, 0.970)
H (-6.686, 4.748, 4.904)
H (-6.238, 3.745, 2.663)
H (-3.353, 1.067, 4.448)
H (-3.824, 2.059, 6.666)
H (-3.736, -1.558, 1.824)
H (-1.732, -2.875, 1.180)
H (1.569, 2.684, -0.387)
H (-0.374, 4.132, 0.111)
H (-2.464, 3.100, 0.984)
I (3.427, 0.405, 2.355)
C (5.329, -0.242, 1.677)
I (5.054, -0.787, -0.351)
H (5.638, -1.112, 2.244)
H (6.036, 0.577, 1.740)
C (3.216, -0.584, -3.954)
Te (1.779, -0.994, -2.448)
C (2.602, -2.956, -2.485)
C (2.971, -3.087, -3.948)
C (3.046, -4.323, -4.575)
C (3.345, -4.387, -5.929)
C (3.553, -3.223, -6.659)
C (3.487, -1.985, -6.037)
C (3.225, -1.918, -4.674)
H (4.162, -0.303, -3.488)
H (2.871, 0.237, -4.579)
H (1.854, -3.664, -2.138)
H (3.459, -3.000, -1.812)
H (2.861, -5.231, -4.017)
H (3.392, -5.349, -6.420)
H (3.763, -3.278, -7.718)
H (3.653, -1.082, -6.609)

(2)
Molecular formula: C9H11NO2
Method: DFT, ωB97M-V/def2-TZVPD

Results
Structure (SMILES) ... N[C@@H](Cc1ccccc1)C(=O)O
Energy above the lowest of the compared OMol25 structures with the same formula, charge and spin ... 0.9 kcal/mol
Electronic energy ... -15097.1453 eV
LUMO ... 0.74 eV
Total charge ... 0

CARTESIAN COORDINATES (ANGSTROEM)
N (2.850, -0.123, -1.655)
C (1.726, -0.330, -0.734)
C (0.801, 0.902, -0.579)
C (-0.354, 0.674, 0.380)
C (-1.603, 0.255, -0.111)
C (-2.650, 0.002, 0.767)
C (-2.467, 0.125, 2.149)
C (-1.231, 0.523, 2.640)
C (-0.194, 0.812, 1.759)
C (0.947, -1.524, -1.233)
O (0.752, -2.554, -0.639)
O (0.472, -1.284, -2.484)
H (2.501, 0.181, -2.565)
H (3.437, 0.639, -1.307)
H (2.129, -0.604, 0.239)
H (1.437, 1.719, -0.214)
H (0.443, 1.163, -1.576)
H (-1.742, 0.134, -1.186)
H (-3.619, -0.295, 0.383)
H (-3.285, -0.101, 2.825)
H (-1.088, 0.646, 3.709)
H (0.765, 1.125, 2.181)
H (-0.027, -2.086, -2.751)

(3)
Molecular formula: C9H10
Method: DFT, ωB97M-V/def2-TZVPD

Results
Energy above the lowest of the compared OMol25 structures with the same formula, charge and spin ... 141.2 kcal/mol
Electronic energy ... -9487.2996 eV
LUMO ... 0.78 eV
Total charge ... 0

CARTESIAN COORDINATES (ANGSTROEM)
C (1.700, 0.632, 1.336)
C (1.694, 1.544, 2.231)
C (0.499, -2.799, 0.109)
C (0.721, -1.626, 0.774)
C (-0.821, 1.112, 1.295)
C (1.407, -0.338, 0.345)
C (0.520, 1.828, 1.135)
C (-0.008, 0.732, 0.081)
C (-0.271, 0.927, -1.410)
H (-0.195, -3.527, 0.562)
H (0.712, -2.874, -0.929)
H (0.257, -1.552, 1.722)
H (-0.703, 0.466, 2.116)
H (-1.626, 1.805, 1.091)
H (1.906, -0.309, -0.589)
H (0.647, 2.699, 0.695)
H (-0.313, -0.096, -1.827)
H (0.445, 1.613, -1.712)
H (-1.243, 1.440, -1.659)